# 1
{
  "formula": "C26H24N4O4S",
  "method": "wB97M-V/def2-TZVPD",
  "species": ["H", "C", "O", "H", "H", "H", "H", "C", "C", "O", "H", "N", "S", "O", "C", "H", "O", "C", "C", "C", "N", "H", "H", "N", "C", "H", "C", "C", "H", "C", "C", "C", "H", "H", "C", "C", "C", "C", "H", "H", "H", "C", "H", "C", "H", "C", "H", "C", "H", "N", "C", "C", "C", "C", "H", "H", "H", "C", "H"],
  "xyz": [[-2.580, 1.707, -4.207], [-1.923, 4.046, 1.826], [-0.931, 2.757, -0.881], [-2.637, 1.018, -0.158], [2.056, 0.994, 1.439], [0.993, 1.076, 4.188], [2.183, 2.234, 3.530], [0.325, 0.142, -0.439], [3.750, -6.811, -0.677], [-4.835, 2.800, -1.971], [-3.333, 3.295, -0.640], [1.650, 0.647, 2.295], [-0.995, 1.912, -2.042], [0.615, -1.101, 3.299], [3.051, -5.622, -0.789], [-4.770, 2.436, 0.003], [-0.606, 2.456, -3.310], [-4.023, 2.900, -3.120], [3.209, -4.655, 0.204], [1.037, -1.517, -2.580], [-2.507, 1.205, -2.211], [0.009, 0.804, 0.353], [4.270, -4.224, 2.039], [2.109, -3.013, -1.099], [-0.024, 0.445, -1.722], [-4.009, 0.342, -1.081], [-2.165, 2.766, 2.296], [1.423, -1.873, -1.266], [-3.284, 3.706, -2.993], [0.170, 2.504, 2.805], [1.502, -1.429, 1.116], [1.299, 1.635, 3.300], [-0.441, 5.543, 1.457], [2.389, -5.428, -1.618], [-3.277, 1.589, -3.379], [-0.635, 4.550, 1.833], [-3.307, 1.179, -1.002], [2.474, -3.386, 0.106], [5.415, -6.424, 2.057], [2.454, -2.957, 2.238], [1.414, 4.178, 2.321], [-1.124, 1.998, 2.782], [-3.986, 0.784, -3.594], [1.188, -0.621, 2.343], [-3.169, 2.368, 2.288], [4.730, -6.164, 1.260], [-4.693, 3.141, -3.947], [0.408, 3.781, 2.317], [1.321, -2.179, -3.382], [4.570, -7.083, 0.324], [2.174, -2.616, 1.254], [0.329, -0.371, -2.803], [4.081, -4.940, 1.254], [1.080, -1.020, -0.176], [3.653, -7.588, -1.424], [0.033, -0.062, -3.793], [-2.738, 4.649, 1.455], [-4.066, 2.498, -0.828], [-1.307, 0.998, 3.150]],
  "spin_multiplicity": 1,
  "e_tot_ev": -52337.4774,
  "homo_energy_ev": -9.1,
  "relative_energy_kj_mol": 74.71
}


# 2
{
  "formula": "C26H24N6O2S2",
  "method": "wB97M-V/def2-TZVPD",
  "species": ["C", "H", "H", "C", "H", "H", "C", "H", "C", "N", "H", "C", "N", "N", "C", "H", "N", "C", "H", "H", "C", "C", "N", "H", "H", "H", "C", "C", "H", "S", "O", "N", "O", "C", "C", "C", "C", "C", "H", "H", "H", "H", "H", "S", "C", "H", "H", "C", "C", "H", "H", "H", "C", "C", "C", "H", "C", "C", "C", "C"],
  "xyz": [[-0.794, -5.129, 4.434], [5.537, -0.493, 1.551], [-1.990, -0.027, -5.685], [0.539, -5.493, 4.291], [-1.340, -0.178, -2.700], [1.865, 6.516, -1.062], [-3.540, -0.135, -0.108], [5.305, -2.201, 1.104], [1.947, 5.553, -0.580], [-2.040, 1.486, -0.532], [2.478, -4.779, 3.668], [0.938, 3.457, 0.070], [2.202, 1.847, 1.320], [-1.255, -3.929, 4.122], [-3.782, 1.142, -2.310], [-1.529, -5.826, 4.814], [-3.315, 0.260, -3.366], [0.956, -3.284, 3.476], [1.270, 1.445, 1.457], [-3.535, 2.168, -2.599], [2.148, 3.082, 0.688], [-1.519, 0.988, 0.633], [3.106, -2.468, 2.711], [-4.869, -1.104, -3.143], [-3.902, -1.409, -5.380], [-3.678, -2.918, -4.442], [-3.782, -1.109, -3.248], [1.430, -4.557, 3.802], [5.740, -1.784, 2.758], [-2.470, -0.302, 1.262], [-2.001, -1.847, -4.721], [-0.425, 1.601, 0.993], [4.446, 1.417, 1.432], [1.854, -2.276, 2.966], [2.924, -0.254, 2.121], [-0.214, 2.564, 0.035], [0.860, 4.699, -0.552], [-1.212, 2.505, -0.915], [-0.456, -0.584, -4.951], [4.165, 3.635, 1.101], [-1.372, 3.078, -1.804], [-3.337, -1.622, -2.378], [-1.539, 1.306, -3.676], [1.308, -0.645, 2.631], [3.731, -1.367, 2.244], [3.993, 5.828, -0.009], [0.868, -6.486, 4.557], [-3.393, -1.868, -4.520], [3.138, 5.167, 0.012], [-4.388, -0.783, -0.185], [-0.828, -2.064, 3.418], [-4.869, 1.049, -2.256], [-0.408, -3.034, 3.659], [-3.181, 0.845, -0.965], [5.172, -1.457, 1.889], [-0.072, 5.001, -1.008], [-1.874, 0.274, -3.553], [3.289, 1.078, 1.603], [-1.536, -0.522, -4.815], [3.240, 3.942, 0.642]],
  "spin_multiplicity": 1,
  "e_tot_ev": -62058.2290,
  "homo_energy_ev": -8.0,
  "relative_energy_kj_mol": 11.54
}


# 3
{
  "formula": "C26H24N6O3RuS2",
  "method": "wB97M-V/def2-TZVPD",
  "species": ["C", "C", "H", "C", "O", "C", "H", "C", "H", "C", "H", "H", "C", "H", "H", "C", "H", "H", "N", "C", "H", "H", "H", "C", "Ru", "C", "H", "H", "H", "C", "C", "C", "C", "C", "C", "C", "H", "C", "S", "N", "C", "C", "C", "H", "N", "C", "C", "C", "N", "H", "H", "H", "N", "H", "S", "H", "N", "H", "H", "C", "O", "O"],
  "xyz": [[0.385, -0.201, -2.473], [1.730, -2.749, -1.418], [0.655, -2.684, -1.582], [1.980, 1.535, -1.612], [3.583, 3.325, -1.045], [-3.148, -3.029, 1.184], [-5.373, -5.466, 0.447], [-1.359, 3.264, -0.430], [2.066, -3.761, -1.636], [-0.715, 2.511, 3.193], [-3.411, 0.959, 0.446], [-3.101, -2.974, -2.200], [2.233, 0.584, -3.840], [-0.255, 3.473, 3.416], [-4.751, -4.797, -1.842], [3.312, 1.394, -4.076], [1.911, -0.125, -4.594], [0.106, -0.837, -3.309], [0.644, 0.575, 2.438], [-4.299, -4.297, -0.996], [2.093, 3.736, 0.363], [3.329, 2.574, 0.884], [-4.311, -4.367, 2.388], [-2.531, 3.952, -0.434], [0.050, 0.395, 0.367], [-1.809, -1.568, -0.282], [2.544, -0.808, 4.797], [3.526, -2.485, 3.153], [4.548, 2.981, -3.273], [-4.059, -4.052, 1.384], [-2.899, 1.860, 0.151], [0.264, 1.405, 3.379], [1.527, 0.647, -2.627], [3.149, 3.477, 0.298], [2.982, -2.310, 2.240], [-3.380, -3.283, -1.202], [-0.367, 3.597, -0.680], [1.552, -0.354, 2.892], [1.013, 1.094, 4.887], [1.541, -1.420, 0.690], [-4.645, -4.680, 0.293], [2.059, -2.392, -0.010], [3.715, 2.310, -3.112], [3.747, 4.293, 0.696], [-0.349, -0.345, -1.431], [3.070, 2.388, -1.890], [1.869, -0.218, 4.201], [-2.805, -2.637, -0.110], [-1.280, -1.355, -1.454], [-2.749, 4.981, -0.654], [-4.480, 3.240, 0.031], [-1.567, 2.381, 3.862], [-3.497, 3.045, -0.062], [-1.065, 2.511, 2.165], [3.225, -3.300, 0.872], [2.231, -2.064, -2.104], [-1.608, 1.962, -0.060], [3.850, 1.320, -5.011], [-2.676, -2.528, 2.018], [2.052, -1.362, 1.973], [-1.444, -0.886, 0.774], [1.393, 1.563, -0.434]],
  "spin_multiplicity": 2,
  "total_charge": 1,
  "e_tot_ev": -66683.0520,
  "homo_energy_ev": [-10.1, -10.1],
  "relative_energy_kj_mol": 95.44
}


# 4
{
  "formula": "C26H24N7O7PRe",
  "method": "wB97M-V/def2-TZVPD",
  "species": ["O", "O", "O", "Re", "H", "C", "C", "C", "H", "N", "O", "N", "H", "C", "H", "C", "N", "C", "C", "N", "H", "H", "C", "P", "H", "H", "N", "H", "H", "C", "N", "C", "O", "O", "C", "C", "C", "H", "N", "H", "C", "H", "H", "H", "C", "C", "O", "H", "C", "C", "H", "C", "H", "H", "C", "H", "H", "C", "H", "H", "C", "C", "C", "H", "C", "C"],
  "xyz": [[-3.815, 0.515, -3.609], [-0.011, -2.308, 2.015], [0.259, 0.681, 2.862], [-0.610, -0.409, 1.214], [-3.589, -0.278, -3.066], [1.703, 3.411, -2.946], [-2.181, 0.559, -0.999], [2.474, 0.084, 1.856], [-2.819, 1.530, 3.671], [-0.955, -2.521, 2.841], [-3.614, 2.733, -3.540], [-1.532, 1.111, 0.095], [-0.443, 4.146, 0.441], [-3.404, 1.645, -3.080], [-0.593, -3.390, -3.898], [-2.842, -1.437, 3.720], [-1.748, -1.429, 2.911], [4.021, -0.565, 0.130], [4.796, 0.109, 2.337], [-3.554, -0.308, 3.753], [-3.981, 1.186, 2.541], [2.703, -2.877, -0.247], [-2.656, 1.563, -1.785], [1.191, -0.404, -0.432], [1.571, 4.422, -1.056], [-4.054, -2.377, 5.048], [-2.282, 2.718, -1.159], [1.866, 2.135, -4.660], [1.613, 0.064, -3.382], [1.890, -4.178, -1.733], [-3.170, 0.824, 3.030], [1.553, 1.010, -2.867], [-2.878, -1.483, -1.974], [-1.653, -1.517, -0.097], [3.502, 0.336, 2.764], [1.992, -2.972, -1.058], [-1.114, 3.444, 0.934], [4.242, -0.887, -0.880], [-3.240, -2.457, 4.459], [1.257, 2.357, 0.235], [5.049, -0.335, 1.039], [2.528, -5.004, -1.452], [-1.949, 4.011, 1.347], [0.892, -5.269, -3.283], [1.182, -1.897, -1.427], [1.362, 2.302, -0.844], [-1.064, -3.541, 3.448], [5.624, 0.280, 3.011], [1.714, 2.185, -3.590], [1.540, 3.469, -1.567], [-2.502, 3.632, -1.536], [1.354, 1.064, -1.490], [3.290, 0.687, 3.764], [1.843, 4.322, -3.512], [1.068, 0.209, 2.045], [-0.582, 2.957, 1.748], [-4.369, -0.269, 4.350], [0.969, -4.325, -2.760], [-2.724, -3.324, 4.458], [6.073, -0.499, 0.730], [-2.269, -0.917, -1.098], [0.139, -3.269, -3.112], [-1.609, 2.428, -0.029], [-0.420, -1.251, -2.729], [0.242, -2.059, -2.448], [2.719, -0.371, 0.552]],
  "spin_multiplicity": 2,
  "total_charge": 2,
  "e_tot_ev": -63518.9933,
  "homo_energy_ev": [-14.4, -14.2],
  "relative_energy_kj_mol": 31.93
}